{
  "formula": "H6N2O2",
  "method": "ωB97M-V/def2-TZVPD",
  "smiles": "NO.NO",
  "homo_ev": -9.58,
  "de_lowest_ev": 0.000,
  "elements": ["N", "O", "H", "H", "H", "N", "O", "H", "H", "H"],
  "positions_angstrom": [[0.8334, -1.0143, -1.4065], [-0.2461, -0.0815, -1.2707], [1.1552, -1.1711, -0.4703], [0.3995, -1.8893, -1.6680], [0.1615, 0.7039, -1.7402], [0.3195, 0.4657, 1.6104], [-0.9976, 0.7436, 1.2209], [0.4070, -0.5206, 1.4575], [0.9134, 1.0382, 1.0358], [-1.1573, 0.3817, 0.3564]],
  "nbo_charge": [-0.52, -0.62, 0.32, 0.34, 0.48, -0.51, -0.60, 0.32, 0.33, 0.46]
}

---

{
  "formula": "C10H20SSi2",
  "method": "ωB97M-V/def2-TZVPD",
  "smiles": "C[Si](C)(C)c1ccc([Si](C)(C)C)s1",
  "homo_ev": -9.01,
  "elements": ["C", "Si", "C", "C", "C", "C", "C", "C", "Si", "C", "C", "C", "S", "H", "H", "H", "H", "H", "H", "H", "H", "H", "H", "H", "H", "H", "H", "H", "H", "H", "H", "H", "H"],
  "positions_angstrom": [[-2.8380, 1.4992, 2.9728], [-1.4178, 1.9857, 1.9085], [-0.1908, 2.7847, 3.0205], [-1.9507, 3.4359, 0.7930], [-0.5491, 0.7279, 0.8713], [0.4543, -0.0557, 1.3618], [1.1244, -0.8099, 0.3386], [0.5394, -0.8421, -0.8357], [1.0434, -2.0215, -2.1207], [0.0377, -1.8287, -3.7455], [2.9221, -1.6516, -2.5601], [1.2415, -3.7899, -1.4277], [-0.8398, 0.2657, -0.8092], [-3.4463, 2.3018, 3.3222], [-3.5039, 0.8697, 2.4191], [-2.4379, 0.9969, 3.8245], [0.5689, 3.2007, 2.3419], [-0.7193, 3.5267, 3.6612], [0.1573, 2.0587, 3.7289], [-2.8687, 3.8085, 1.2431], [-2.0613, 2.9730, -0.1475], [-1.2424, 4.3010, 0.5448], [0.8685, 0.0886, 2.3604], [1.9883, -1.3925, 0.6528], [0.4010, -2.5736, -4.4700], [0.1196, -0.7656, -4.0332], [-1.0196, -2.1032, -3.6168], [3.5715, -1.6519, -1.6791], [3.1055, -2.4998, -3.1877], [3.0828, -0.6192, -2.9720], [2.0045, -4.3597, -1.9074], [0.3414, -4.3832, -1.3760], [1.5133, -3.4765, -0.4768]],
  "nbo_charge": [-1.11, 1.65, -1.11, -1.10, -0.65, -0.24, -0.23, -0.67, 1.60, -1.10, -1.07, -1.07, 0.43, 0.25, 0.24, 0.24, 0.24, 0.24, 0.22, 0.23, 0.23, 0.24, 0.22, 0.22, 0.24, 0.24, 0.24, 0.23, 0.22, 0.24, 0.24, 0.24, 0.22]
}

---

{
  "formula": "C44H76InN8O4",
  "method": "ωB97M-V/def2-TZVPD",
  "total_charge": -1,
  "homo_ev": -3.54,
  "elements": ["C", "C", "In", "C", "C", "C", "N", "C", "C", "C", "C", "C", "C", "C", "O", "C", "O", "C", "O", "C", "C", "O", "H", "H", "H", "H", "H", "H", "H", "H", "H", "H", "H", "H", "H", "H", "H", "H", "H", "H", "H", "H", "H", "H", "H", "H", "H", "H", "H", "C", "C", "C", "C", "N", "H", "H", "H", "H", "H", "H", "H", "C", "C", "C", "C", "N", "H", "H", "H", "H", "H", "H", "H", "C", "C", "C", "C", "N", "H", "H", "H", "H", "H", "H", "H", "C", "C", "C", "C", "N", "H", "H", "H", "H", "H", "H", "H", "C", "C", "C", "C", "N", "H", "H", "H", "H", "H", "H", "H", "C", "C", "C", "C", "N", "H", "H", "H", "H", "H", "H", "H", "C", "C", "C", "C", "N", "H", "H", "H", "H", "H", "H", "H"],
  "positions_angstrom": [[0.4473, -2.1692, 4.8915], [-0.0947, -1.3180, 4.0045], [-0.5922, 0.7763, 4.6932], [-2.5344, 1.2849, 3.6411], [-3.3684, -0.0216, 3.5688], [-3.3266, -0.7358, 2.1959], [-4.7009, -0.8855, 1.6299], [-4.8102, -0.4254, 0.2405], [-4.4185, 1.0098, 0.0333], [-4.4723, 1.9574, 1.0078], [-4.0792, 3.2471, 0.7907], [-3.6128, 3.6033, -0.4382], [-3.5761, 2.6683, -1.4305], [-3.9722, 1.3913, -1.2169], [-3.9088, 0.4623, -2.2420], [1.0107, 2.1579, 3.9502], [0.7707, 2.4304, 2.5401], [1.9092, 2.4263, 1.7928], [2.4428, 1.1140, 1.6933], [3.4227, 1.0315, 0.6951], [3.6168, -0.4520, 0.3796], [2.6982, -0.8414, -0.6286], [1.2540, -2.8426, 4.5874], [0.0603, -2.1776, 5.9060], [-0.3077, -1.6085, 2.9739], [-0.8686, 0.8721, 6.4604], [-3.0659, 2.0310, 4.2333], [-2.2841, 1.6836, 2.6585], [-3.0384, -0.7213, 4.3405], [-4.4152, 0.2172, 3.7708], [-2.9607, -1.7475, 2.3951], [-2.6188, -0.2852, 1.4978], [-4.8617, -1.8836, 1.5861], [-4.2913, -1.0814, -0.4663], [-5.8739, -0.5015, -0.0342], [-4.8383, 1.6704, 1.9830], [-4.1330, 3.9485, 1.6096], [-3.2878, 4.6202, -0.6031], [-3.2055, 2.9208, -2.4166], [-4.7429, 0.4585, -2.7179], [2.0133, 1.7554, 4.1174], [0.9758, 3.1227, 4.4755], [2.6611, 3.1309, 2.1882], [1.6167, 2.7456, 0.7804], [3.0459, 1.4936, -0.2304], [4.3600, 1.5376, 0.9612], [3.4691, -1.0243, 1.2973], [4.6161, -0.6146, -0.0211], [1.8657, -0.3755, -0.5115], [2.9107, -3.8507, -1.4792], [2.5677, -5.1963, -2.1085], [3.3454, -6.3628, -1.4875], [4.7916, -6.1803, -1.6655], [5.9275, -6.0309, -1.8067], [3.9605, -3.5939, -1.6306], [2.3178, -3.0561, -1.9248], [2.7108, -3.8557, -0.4068], [2.7679, -5.1540, -3.1816], [1.4992, -5.3850, -1.9894], [3.0570, -7.3047, -1.9559], [3.1320, -6.4373, -0.4204], [-7.2913, -3.7684, -0.1722], [-7.5463, -5.0139, 0.6707], [-7.4462, -4.7430, 2.1755], [-6.1049, -4.2635, 2.5239], [-5.0546, -3.8720, 2.7967], [-6.2805, -3.3852, -0.0245], [-7.4007, -3.9972, -1.2327], [-7.9971, -2.9738, 0.0772], [-6.8312, -5.7898, 0.3900], [-8.5430, -5.4011, 0.4483], [-7.6482, -5.6534, 2.7404], [-8.1754, -3.9899, 2.4772], [-2.9880, 1.6063, -6.4243], [-2.5290, 2.9656, -6.9414], [-2.6526, 4.0733, -5.8883], [-4.0571, 4.2277, -5.4740], [-5.1642, 4.3453, -5.1790], [-4.0453, 1.6186, -6.1557], [-2.8550, 0.8417, -7.1909], [-2.4156, 1.3066, -5.5446], [-3.1148, 3.2286, -7.8260], [-1.4858, 2.8970, -7.2566], [-2.3027, 5.0213, -6.2929], [-2.0533, 3.8392, -5.0183], [-0.5424, 8.6892, -5.6313], [-1.9043, 8.7569, -4.9487], [-1.9230, 8.0603, -3.5839], [-1.5969, 6.6373, -3.7241], [-1.3501, 5.5157, -3.8344], [-0.2510, 7.6589, -5.8411], [-0.5663, 9.2211, -6.5828], [0.2317, 9.1432, -5.0096], [-2.6554, 8.3048, -5.5997], [-2.1863, 9.8025, -4.8129], [-2.9096, 8.1453, -3.1284], [-1.1993, 8.5192, -2.9089], [7.5606, -1.0130, 0.4174], [8.3024, 0.3134, 0.3730], [8.6498, 0.8243, 1.7743], [7.4277, 1.0294, 2.5670], [6.4667, 1.1895, 3.1840], [6.6085, -0.9059, 0.9371], [7.3461, -1.3681, -0.5910], [8.1476, -1.7797, 0.9270], [7.6894, 1.0522, -0.1475], [9.2225, 0.2000, -0.2043], [9.1877, 1.7705, 1.7112], [9.2863, 0.1085, 2.2961], [-2.9899, 5.1464, 8.2291], [-3.1808, 3.8530, 9.0135], [-3.1621, 2.6079, 8.1203], [-4.2554, 2.6802, 7.1378], [-5.1332, 2.7537, 6.3921], [-3.8000, 5.3028, 7.5155], [-2.9784, 6.0045, 8.9037], [-2.0471, 5.1349, 7.6794], [-4.1267, 3.9015, 9.5590], [-2.3858, 3.7637, 9.7570], [-3.2854, 1.7075, 8.7211], [-2.2105, 2.5290, 7.5901], [7.5958, -7.6285, -4.3177], [8.3106, -8.9600, -4.1209], [9.6906, -9.0047, -4.7871], [9.5782, -8.8086, -6.2380], [9.4897, -8.6573, -7.3785], [7.3992, -7.4323, -5.3735], [6.6381, -7.6320, -3.8024], [8.1867, -6.8028, -3.9192], [7.6879, -9.7647, -4.5179], [8.4310, -9.1457, -3.0520], [10.1683, -9.9679, -4.6056], [10.3359, -8.2257, -4.3787]],
  "mulliken_charge": [-0.67, -0.47, 1.01, -1.00, -1.43, -0.31, -0.23, -0.93, 0.48, -0.41, -0.71, -0.66, -0.13, -0.13, -0.61, -0.92, -0.24, -0.51, -0.03, -0.73, -0.05, -0.50, 0.21, 0.18, 0.27, -0.46, 0.22, 0.36, 0.48, 0.60, 0.55, 0.31, 0.00, 0.37, 0.40, 0.53, 0.41, 0.40, 0.63, 0.31, 0.30, 0.26, 0.30, 0.25, 0.44, 0.26, 0.26, -0.02, 0.32, -1.00, -0.52, -0.43, 0.29, -0.47, 0.29, 0.32, 0.30, 0.31, 0.34, 0.28, 0.30, -1.00, -0.45, -0.50, 0.32, -0.44, 0.19, 0.39, 0.31, 0.30, 0.31, 0.31, 0.27, -1.18, -0.64, -0.16, 0.31, -0.55, 0.33, 0.37, 0.31, 0.31, 0.35, 0.18, 0.43, -1.11, -0.45, -0.42, 0.27, -0.48, 0.33, 0.33, 0.30, 0.29, 0.32, 0.27, 0.31, -1.02, -0.38, -0.47, 0.29, -0.40, 0.20, 0.33, 0.37, 0.28, 0.31, 0.28, 0.28, -1.15, -0.49, -0.04, 0.27, -0.52, 0.36, 0.34, 0.28, 0.30, 0.31, 0.30, 0.00, -0.99, -0.43, -0.42, 0.25, -0.43, 0.38, 0.14, 0.32, 0.30, 0.29, 0.28, 0.27]
}

---

{
  "formula": "C4H9N3S",
  "method": "ωB97M-V/def2-TZVPD",
  "smiles": "[H]/N=C/N/C(C)=N/SC",
  "homo_ev": -7.98,
  "de_lowest_ev": 1.090,
  "elements": ["H", "N", "C", "N", "C", "C", "N", "S", "C", "H", "H", "H", "H", "H", "H", "H", "H"],
  "positions_angstrom": [[4.4378, -0.4290, 0.3423], [3.6272, -0.7840, -0.1435], [2.5793, -0.2821, 0.3629], [1.3974, -0.4959, -0.2650], [0.2084, 0.2600, -0.1804], [0.3392, 1.7457, -0.1414], [-0.8859, -0.4084, -0.0903], [-2.4194, 0.3496, 0.0652], [-3.4192, -1.1117, 0.0253], [2.5597, 0.4032, 1.2217], [1.2441, -1.4760, -0.6430], [1.3889, 2.0308, -0.3438], [-0.0222, 2.1327, 0.8244], [-0.2508, 2.2554, -0.9096], [-3.1989, -1.4972, -0.9577], [-4.4677, -0.8077, 0.0859], [-3.1178, -1.8854, 0.7470]],
  "nbo_charge": [0.34, -0.67, 0.27, -0.63, 0.43, -0.71, -0.62, 0.38, -0.76, 0.16, 0.42, 0.23, 0.24, 0.25, 0.22, 0.23, 0.23]
}

---

{
  "formula": "C2H7N2O",
  "method": "ωB97M-V/def2-TZVPD",
  "total_charge": 1,
  "smiles": "C[C@@]1([NH3+])NO1",
  "homo_ev": -14.83,
  "de_lowest_ev": 5.437,
  "elements": ["C", "C", "N", "N", "O", "H", "H", "H", "H", "H", "H", "H"],
  "positions_angstrom": [[-0.4448, 1.3176, 0.2074], [0.5119, 0.2122, -0.0043], [-0.0251, -1.2099, 0.0536], [1.6488, 0.4150, -0.7564], [2.1002, 0.0195, 0.6195], [-1.1574, 1.1022, 0.9785], [-1.0893, 1.4255, -0.6751], [0.2370, 2.2874, 0.3379], [0.9355, -1.7055, 0.2781], [-0.5958, -1.6127, -0.5922], [-0.6485, -1.3505, 0.7922], [1.9240, -0.2633, -1.5061]],
  "nbo_charge": [-0.70, 0.53, -0.73, -0.33, -0.36, 0.25, 0.27, 0.31, 0.50, 0.44, 0.44, 0.38]
}

---

{
  "formula": "C32H64N2O9",
  "method": "ωB97M-V/def2-TZVPD",
  "smiles": "N#COCOCCN.C1CCOC1.C1CCOC1.C1CCOC1.C1CCOC1.C1CCOC1.C1CCOC1.C1CCOC1",
  "homo_ev": -8.93,
  "elements": ["N", "C", "O", "C", "O", "C", "C", "N", "H", "H", "H", "H", "H", "H", "H", "H", "C", "C", "C", "O", "C", "H", "H", "H", "H", "H", "H", "H", "H", "C", "C", "C", "O", "C", "H", "H", "H", "H", "H", "H", "H", "H", "C", "C", "C", "O", "C", "H", "H", "H", "H", "H", "H", "H", "H", "C", "C", "C", "O", "C", "H", "H", "H", "H", "H", "H", "H", "H", "C", "C", "C", "O", "C", "H", "H", "H", "H", "H", "H", "H", "H", "C", "C", "C", "O", "C", "H", "H", "H", "H", "H", "H", "H", "H", "C", "C", "C", "O", "C", "H", "H", "H", "H", "H", "H", "H", "H"],
  "positions_angstrom": [[3.8906, -0.1069, -2.1445], [3.7578, 1.0616, -2.4395], [3.9156, 2.2707, -3.1976], [2.6018, 2.8476, -3.4290], [1.5004, 1.9596, -3.1481], [0.3266, 2.6350, -3.7311], [-0.9331, 2.6532, -2.7397], [-1.3896, 1.2192, -2.5291], [2.4678, 3.8336, -2.8305], [2.5629, 3.1348, -4.5508], [-0.0027, 2.1616, -4.7267], [0.5651, 3.7433, -3.9784], [-0.6900, 3.0445, -1.6864], [-1.8332, 3.2435, -3.1589], [-0.5765, 0.6887, -2.1609], [-1.6739, 0.8390, -3.4501], [3.1886, -3.9666, 1.0381], [3.0479, -2.8803, -0.0035], [1.7208, -3.2281, -0.6450], [0.9182, -3.8515, 0.3685], [1.7554, -4.1539, 1.4944], [3.8650, -3.7076, 1.8547], [3.5545, -4.8861, 0.5685], [2.9809, -1.9034, 0.4863], [3.8712, -2.8474, -0.7187], [1.8498, -3.9488, -1.4599], [1.2016, -2.3496, -1.0355], [1.5004, -3.4543, 2.2981], [1.5542, -5.1706, 1.8404], [2.3545, 4.8819, 0.4888], [1.8517, 6.2555, 0.8612], [0.8505, 6.5369, -0.2422], [0.3103, 5.2694, -0.6444], [1.1048, 4.2265, -0.0616], [2.7902, 4.3325, 1.3248], [3.1115, 4.9647, -0.2993], [1.3394, 6.2125, 1.8280], [2.6387, 7.0094, 0.9250], [1.3368, 6.9866, -1.1151], [0.0410, 7.1951, 0.0828], [0.5153, 3.7640, 0.7373], [1.3261, 3.4675, -0.8158], [-1.7739, 8.1916, -2.6848], [-2.3376, 8.7559, -3.9698], [-1.7460, 7.8246, -5.0098], [-1.5870, 6.5465, -4.3797], [-1.7788, 6.7024, -2.9659], [-2.3499, 8.4592, -1.7971], [-0.7456, 8.5423, -2.5449], [-3.4291, 8.6670, -3.9664], [-2.0810, 9.8031, -4.1403], [-0.7559, 8.1653, -5.3315], [-2.3827, 7.7225, -5.8920], [-2.7441, 6.2532, -2.7075], [-0.9918, 6.1706, -2.4269], [-2.1279, -4.8395, 2.1739], [-3.4358, -4.7111, 1.4267], [-4.1969, -3.7248, 2.2914], [-3.2216, -2.8681, 2.9004], [-1.9187, -3.4310, 2.6886], [-1.3015, -5.1936, 1.5551], [-2.2472, -5.5301, 3.0140], [-3.2563, -4.2790, 0.4362], [-3.9626, -5.6584, 1.2953], [-4.7413, -4.2360, 3.0931], [-4.9063, -3.1237, 1.7172], [-1.4027, -2.8108, 1.9477], [-1.3505, -3.4052, 3.6216], [-1.0054, -5.2133, -4.3404], [-1.9358, -4.8829, -3.1950], [-1.7364, -3.3877, -3.0487], [-1.4196, -2.8814, -4.3529], [-1.1429, -3.9877, -5.2218], [-1.2577, -6.1407, -4.8581], [0.0226, -5.2953, -3.9717], [-2.9705, -5.0955, -3.4843], [-1.7178, -5.4336, -2.2780], [-0.8931, -3.1620, -2.3876], [-2.6254, -2.8819, -2.6643], [-1.9863, -4.0892, -5.9138], [-0.2396, -3.7833, -5.8013], [-2.7329, -9.9535, 3.6378], [-3.6086, -9.0280, 4.4513], [-2.6722, -7.8683, 4.7258], [-1.7721, -7.7880, 3.6119], [-1.9153, -8.9746, 2.8190], [-3.2927, -10.6601, 3.0224], [-2.0765, -10.5239, 4.3034], [-4.4548, -8.6893, 3.8441], [-4.0025, -9.4825, 5.3620], [-2.0751, -8.0440, 5.6270], [-3.2021, -6.9191, 4.8387], [-2.4353, -8.6992, 1.8949], [-0.9285, -9.3651, 2.5603], [4.8326, 4.3542, 4.9612], [4.3292, 5.7292, 5.3352], [3.3286, 6.0103, 4.2319], [2.7874, 4.7435, 3.8287], [3.5821, 3.6998, 4.4107], [5.2687, 3.8036, 5.7965], [5.5888, 4.4374, 4.1734], [3.8168, 5.6863, 6.3021], [5.1159, 6.4830, 5.3991], [3.8148, 6.4599, 3.3592], [2.5195, 6.6686, 4.5576], [2.9929, 3.2365, 5.2092], [3.8029, 2.9416, 3.6557]],
  "mulliken_charge": [-0.49, 0.53, -0.30, -0.17, -0.28, -0.34, -0.10, -0.62, 0.23, 0.35, 0.20, 0.31, -0.03, 0.23, 0.25, 0.25, -0.71, -0.48, -0.17, -0.31, -0.38, 0.34, 0.29, 0.23, 0.37, 0.16, 0.06, 0.29, 0.26, -0.26, -0.45, -0.53, -0.35, -0.28, 0.14, 0.24, 0.14, 0.38, 0.26, 0.28, 0.29, 0.01, -0.51, -0.60, -0.47, -0.38, 0.46, 0.40, 0.23, 0.28, 0.35, 0.28, 0.27, 0.22, -0.46, 0.33, -0.38, -0.56, -0.47, -0.30, 0.28, -0.31, 0.02, 0.36, 0.25, 0.33, 0.12, 0.30, -0.53, -0.44, 0.11, -0.44, -0.48, 0.33, 0.23, 0.28, 0.31, -0.19, 0.27, 0.27, 0.28, -0.53, -0.59, -0.28, -0.37, -0.41, 0.32, 0.25, 0.27, 0.34, 0.26, 0.26, 0.25, 0.27, -0.56, -0.55, -0.35, -0.35, -0.38, 0.34, 0.26, 0.26, 0.32, 0.18, 0.31, 0.28, 0.26]
}

---

The Kohn-Sham gap results, record by record, are as follows: 10.3; 9.8; 5.4; 8.9; 10.7; 9.5 eV.